ORCA calculation (ωB97M-V/def2-TZVPD) on a molecular structure, C29H17Br2CrN6O4S3.

Each line ends with the Löwdin charge.
Cartesian coordinates (Å):
Cr1 1.397 -0.434 1.485  0.277
N1 4.796 -1.696 3.857  0.056
C1 3.832 -1.066 3.109  -0.877
S1 2.234 -0.996 3.711  0.643
N2 4.240 -0.472 2.029  -0.030
N3 3.335 0.213 1.308  -0.098
C2 3.840 0.717 0.221  -0.066
C3 3.165 1.674 -0.590  -0.279
C4 3.653 1.978 -1.872  -0.035
C5 3.006 2.935 -2.617  -0.084
C6 1.899 3.573 -2.074  -0.063
C7 1.488 3.203 -0.801  -0.143
N4 2.095 2.293 -0.070  0.122
H1 4.472 -2.449 4.442  0.069
H2 5.631 -1.891 3.322  0.083
H3 4.852 0.422 -0.058  0.128
H4 4.502 1.442 -2.265  0.105
H5 3.350 3.181 -3.614  0.100
H6 1.377 4.335 -2.632  0.094
H7 0.631 3.679 -0.337  0.112
S2 0.092 1.369 2.452  0.637
C8 -1.510 0.722 2.621  -0.696
C9 -2.544 1.545 3.063  -0.071
C10 -3.856 1.085 3.171  -0.220
C11 -4.875 1.923 3.646  -0.220
N5 -5.715 2.605 4.041  0.135
C12 -4.161 -0.249 2.801  -0.213
C13 -3.132 -1.071 2.354  -0.066
C14 -1.817 -0.623 2.277  -0.663
S3 -0.611 -1.736 1.756  0.748
C15 -5.459 -0.768 2.900  -0.214
N6 -6.508 -1.240 2.978  0.137
H8 -2.315 2.570 3.318  0.109
H9 -3.343 -2.088 2.058  0.109
Br1 -5.403 2.358 -2.404  0.664
C16 -3.598 1.805 -2.117  -0.688
C17 -2.789 1.613 -3.224  -0.145
C18 -1.487 1.197 -3.023  -0.022
C19 -1.009 0.974 -1.737  -0.097
C20 -1.831 1.223 -0.647  0.005
C21 -3.137 1.639 -0.825  -0.104
C22 0.408 0.450 -1.541  -0.619
O1 1.164 0.476 -2.511  -0.035
O2 0.661 -0.006 -0.392  -0.152
H10 -3.173 1.793 -4.219  0.088
H11 -0.811 1.043 -3.851  0.112
H12 -1.427 1.113 0.346  0.058
H13 -3.779 1.840 0.024  0.099
Br2 3.101 -1.863 -2.524  0.834
C23 1.385 -2.512 -2.074  -0.603
C24 0.352 -2.368 -2.983  -0.140
C25 -0.898 -2.866 -2.661  -0.094
C26 -1.095 -3.548 -1.472  -0.093
C27 -0.053 -3.682 -0.573  -0.094
C28 1.191 -3.133 -0.854  -0.190
C29 2.293 -3.185 0.195  -0.667
O3 3.033 -4.158 0.251  0.034
O4 2.332 -2.176 0.957  -0.163
H14 0.523 -1.844 -3.912  0.098
H15 -1.725 -2.721 -3.346  0.095
H16 -2.066 -3.963 -1.243  0.096
H17 -0.201 -4.189 0.370  0.098

Summary:
LUMO energy (alpha / beta) = 3.98 / 3.98 eV
Energy above the lowest of the compared OMol25 structures with the same formula, charge and spin = 0.0 kJ/mol
Spin multiplicity = 4
Kohn-Sham gap (alpha / beta) = 0.2239 / 0.2287 Ha
Net charge = -2
HOMO energy (alpha / beta) = -2.113 / -2.244 eV

ORCA calculation (ωB97M-V/def2-TZVPD) on a single C5H9NO molecule.

Each line ends with the Löwdin charge.
Cartesian coordinates (Å):
C1 -1.424 -0.363 -0.100  -0.461
C2 -0.310 1.627 0.107  -0.036
C3 0.094 -0.435 -0.162  -0.279
C4 0.717 -0.817 1.202  -0.037
C5 0.990 -0.708 -1.309  -0.076
N1 -1.637 0.991 0.123  0.046
O1 -2.103 -1.370 -0.270  0.068
H1 0.123 2.181 0.935  0.065
H2 -0.013 2.245 -0.727  0.055
H3 0.038 -1.582 1.503  0.073
H4 0.493 0.001 1.890  0.073
H5 1.800 -0.931 0.943  0.099
H6 1.797 0.016 -1.109  0.089
H7 0.508 -0.457 -2.260  0.080
H8 1.290 -1.864 -1.334  0.137
H9 -2.362 1.465 0.568  0.105

Summary:
LUMO energy = 0.86 eV
Energy above the lowest of the compared OMol25 structures with the same formula, charge and spin = 354.8 kJ/mol
Kohn-Sham gap = 0.3526 Ha
Net charge = 0
HOMO energy = -8.730 eV

ORCA calculation (ωB97M-V/def2-TZVPD) on 6 unconnected molecules or ions with the total composition C25H64INO22P5.

Each line ends with the Löwdin charge.
Cartesian coordinates (Å):
C1 5.776 2.460 2.848  -0.083
C2 5.383 2.264 1.375  -0.315
C3 4.015 1.617 1.147  -0.613
I1 4.026 0.841 -0.873  1.032
C4 2.776 2.540 1.344  -0.476
C5 2.901 3.878 0.611  -0.056
C6 3.544 5.009 1.410  -0.322
C7 2.650 5.865 2.271  -0.036
O1 3.285 6.287 0.984  -0.041
C8 2.546 2.643 2.861  -0.037
N1 1.169 3.136 3.209  0.096
C9 0.170 2.180 2.614  -0.057
C10 0.390 2.290 1.116  -0.160
O2 1.668 1.811 0.766  -0.168
H1 6.851 2.626 2.900  0.086
H2 5.318 3.337 3.312  0.053
H3 5.532 1.574 3.434  0.085
H4 6.121 1.583 0.953  0.084
H5 5.495 3.185 0.804  0.101
H6 3.915 0.740 1.783  0.090
H7 3.484 3.743 -0.302  0.112
H8 1.933 4.289 0.324  0.126
H9 4.538 4.840 1.817  0.136
H10 1.610 6.067 2.036  0.121
H11 3.169 6.366 3.081  0.114
H12 2.605 1.635 3.274  0.148
H13 3.280 3.242 3.390  0.124
H14 0.996 4.052 2.785  0.149
H15 1.067 3.231 4.220  0.193
H16 -0.845 2.469 2.884  0.141
H17 0.412 1.181 2.966  0.146
H18 -0.349 1.668 0.613  0.135
H19 0.242 3.332 0.805  0.134
C11 3.446 9.571 1.071  -0.085
O3 4.489 10.426 1.550  -0.199
P1 5.532 11.062 0.538  0.332
O4 5.242 10.833 -0.879  -0.225
O5 6.942 10.515 1.026  -0.209
C12 7.194 9.116 0.897  -0.096
O6 5.583 12.554 1.023  -0.202
C13 6.227 13.517 0.167  -0.076
H20 3.537 8.609 1.567  0.059
H21 2.487 10.022 1.324  0.092
H22 3.506 9.432 -0.006  0.083
H23 6.684 8.701 0.025  0.086
H24 6.866 8.601 1.801  0.084
H25 8.266 8.984 0.775  0.089
H26 5.567 13.772 -0.660  0.091
H27 7.169 13.129 -0.220  0.090
H28 6.419 14.397 0.773  0.090
C14 0.901 -1.225 -0.296  -0.120
O7 -0.123 -2.213 -0.206  -0.207
P2 -0.808 -2.817 -1.508  0.342
O8 -0.175 -2.457 -2.777  -0.216
O9 -2.311 -2.319 -1.332  -0.230
C15 -2.483 -0.900 -1.409  -0.077
O10 -0.899 -4.340 -1.157  -0.195
C16 -1.206 -5.272 -2.219  -0.060
H29 0.534 -0.344 0.228  0.053
H30 1.803 -1.585 0.196  0.079
H31 1.136 -0.962 -1.326  0.069
H32 -1.772 -0.455 -2.108  0.090
H33 -2.343 -0.468 -0.417  0.066
H34 -3.492 -0.691 -1.754  0.097
H35 -0.316 -5.440 -2.822  0.086
H36 -2.011 -4.899 -2.850  0.087
H37 -1.516 -6.202 -1.755  0.097
C17 -6.795 -8.525 0.298  -0.083
O11 -6.281 -7.746 -0.792  -0.204
P3 -6.452 -6.174 -0.817  0.329
O12 -6.998 -5.576 0.403  -0.229
O13 -7.281 -5.879 -2.138  -0.213
C18 -8.636 -6.341 -2.191  -0.087
O14 -5.010 -5.699 -1.241  -0.202
C19 -4.705 -4.300 -1.104  -0.080
H38 -7.499 -9.251 -0.104  0.088
H39 -5.965 -9.048 0.770  0.088
H40 -7.292 -7.894 1.032  0.078
H41 -9.097 -6.325 -1.203  0.088
H42 -8.660 -7.352 -2.597  0.090
H43 -9.184 -5.673 -2.850  0.088
H44 -4.511 -4.066 -0.059  0.094
H45 -5.526 -3.684 -1.473  0.095
H46 -3.821 -4.107 -1.691  0.049
C20 -1.075 -10.457 -4.314  -0.082
O15 0.081 -9.714 -3.901  -0.207
P4 1.111 -9.162 -4.968  0.328
O16 0.713 -9.301 -6.371  -0.225
O17 2.487 -9.854 -4.588  -0.212
C21 2.586 -11.273 -4.753  -0.087
O18 1.345 -7.686 -4.461  -0.215
C22 2.009 -6.783 -5.362  -0.086
H47 -1.039 -11.435 -3.837  0.088
H48 -1.965 -9.925 -3.982  0.087
H49 -1.103 -10.574 -5.395  0.079
H50 1.978 -11.616 -5.592  0.088
H51 2.269 -11.770 -3.836  0.089
H52 3.628 -11.508 -4.952  0.089
H53 1.312 -6.447 -6.126  0.090
H54 2.867 -7.260 -5.834  0.089
H55 2.345 -5.936 -4.769  0.086
C23 -6.778 2.235 1.492  -0.069
O19 -5.350 2.190 1.677  -0.207
P5 -4.706 1.245 2.764  0.328
O20 -5.613 0.319 3.438  -0.208
O21 -3.909 2.230 3.730  -0.237
C24 -4.690 3.128 4.532  -0.085
O22 -3.513 0.591 1.956  -0.229
C25 -2.876 -0.550 2.556  -0.084
H56 -7.108 3.260 1.652  0.090
H57 -7.001 1.936 0.471  0.091
H58 -7.284 1.569 2.187  0.083
H59 -5.646 2.681 4.805  0.092
H60 -4.857 4.055 3.984  0.090
H61 -4.127 3.336 5.438  0.087
H62 -3.495 -1.434 2.422  0.099
H63 -2.700 -0.389 3.621  0.090
H64 -1.925 -0.697 2.047  0.072

Summary:
LUMO energy = -3.33 eV
Kohn-Sham gap = 0.3056 Ha
Net charge = +1
HOMO energy = -11.649 eV

ORCA calculation (ωB97M-V/def2-TZVPD) on a single C4H8N2O2 molecule.

Each line ends with the Löwdin charge.
Cartesian coordinates (Å):
C1 -1.942 -0.798 0.766  -0.142
N1 -0.962 -1.705 0.080  -0.150
N2 -0.414 -0.793 -0.955  0.047
C2 0.362 0.181 -0.458  -0.256
C3 0.957 1.081 -1.538  -0.038
C4 0.953 0.493 0.917  -0.454
O1 0.396 0.917 1.829  0.171
O2 2.364 0.235 0.648  0.001
H1 -2.806 -0.864 0.170  0.039
H2 -1.995 -1.077 1.962  0.125
H3 -1.343 0.217 0.886  0.076
H4 -1.519 -2.610 -0.394  0.167
H5 0.511 0.821 -2.433  0.041
H6 2.003 1.055 -1.518  0.051
H7 0.631 2.207 -1.518  0.125
H8 2.804 0.640 1.554  0.196

Summary:
LUMO energy = 0.53 eV
Energy above the lowest of the compared OMol25 structures with the same formula, charge and spin = 492.9 kJ/mol
Kohn-Sham gap = 0.3417 Ha
Net charge = 0
HOMO energy = -8.770 eV
SMILES string = CN/N=C(/C)C(=O)O

ORCA calculation (ωB97M-V/def2-TZVPD) on 11 unconnected molecules or ions with the total composition C22H41BCl4N5O27.

Each line ends with the Löwdin charge.
Cartesian coordinates (Å):
O1 -21.047 13.782 6.104  0.122
C1 -20.735 13.299 5.037  -0.330
O2 -19.857 12.334 4.744  0.219
B1 -19.895 12.042 3.296  -0.863
O3 -21.070 12.808 2.715  0.187
C2 -21.528 13.605 3.676  -0.329
O4 -22.408 14.461 3.583  0.094
O5 -20.133 10.626 3.039  0.229
C3 -19.086 10.093 2.417  -0.324
O6 -18.921 8.923 2.093  0.112
C4 -17.978 11.232 2.217  -0.202
O7 -18.659 12.381 2.530  0.164
O8 -16.838 11.172 1.603  0.049
Cl1 -16.546 15.478 3.398  0.611
C5 -15.913 14.324 2.248  -0.685
C6 -14.975 13.291 2.905  -0.656
Cl2 -13.646 14.056 3.804  0.540
H1 -15.311 14.874 1.526  0.061
H2 -16.675 13.845 1.634  0.000
H3 -14.479 12.609 2.214  0.055
H4 -15.524 12.701 3.639  0.039
Cl3 -20.700 16.655 1.146  0.696
C7 -19.338 15.609 0.977  -0.669
C8 -19.184 15.118 -0.496  -0.630
Cl4 -17.542 14.481 -0.773  0.614
H5 -19.454 14.754 1.642  0.051
H6 -18.409 16.054 1.334  0.034
H7 -19.263 15.906 -1.245  0.044
H8 -19.994 14.510 -0.899  0.057
C9 -14.462 9.185 1.837  0.030
N1 -13.194 9.949 1.937  -0.419
O9 -12.924 10.475 3.054  0.014
O10 -12.442 9.896 0.988  0.063
H9 -14.790 9.142 0.799  0.080
H10 -15.248 9.660 2.424  0.077
H11 -14.232 8.225 2.301  0.109
C10 -17.624 13.962 6.469  0.036
N2 -17.444 12.495 6.499  -0.394
O11 -17.874 11.854 7.464  0.061
O12 -16.836 11.877 5.596  0.031
H12 -16.739 14.289 5.921  0.057
H13 -17.489 14.264 7.507  0.103
H14 -18.523 14.386 6.022  0.086
C11 -18.865 7.419 -0.742  0.032
N3 -17.435 7.064 -0.649  -0.420
O13 -16.676 7.926 -0.185  0.039
O14 -17.061 5.915 -0.727  0.062
H15 -19.571 6.720 -0.293  0.107
H16 -18.977 7.384 -1.826  0.098
H17 -19.112 8.419 -0.386  0.083
C12 -23.822 16.825 1.658  -0.002
N4 -23.988 17.870 0.572  -0.463
O15 -24.525 17.579 -0.437  0.072
O16 -23.627 18.993 0.816  0.056
H18 -23.492 15.871 1.248  0.070
H19 -24.775 16.814 2.188  0.102
H20 -23.125 17.145 2.432  0.060
C13 -23.490 16.130 6.256  0.057
N5 -24.421 15.218 7.026  -0.441
O17 -25.142 15.702 7.863  0.047
O18 -24.534 14.059 6.681  0.061
H21 -22.698 15.450 5.939  0.057
H22 -23.181 16.953 6.901  0.095
H23 -24.013 16.529 5.387  0.094
C14 -22.327 15.830 -2.189  -0.064
O19 -22.589 14.677 -1.465  -0.045
C15 -23.587 13.840 -1.789  -0.481
O20 -24.334 13.929 -2.784  0.096
O21 -23.529 12.710 -0.991  -0.019
C16 -22.510 12.435 -0.102  -0.076
H24 -21.349 16.169 -1.847  0.062
H25 -23.026 16.628 -1.939  0.080
H26 -22.315 15.767 -3.277  0.106
H27 -22.167 13.324 0.428  0.080
H28 -21.683 11.986 -0.653  0.101
H29 -22.910 11.666 0.559  0.106
C17 -24.578 4.153 3.745  -0.032
O22 -23.470 5.033 3.476  -0.014
C18 -23.015 5.871 4.404  -0.544
O23 -23.320 5.872 5.612  0.084
O24 -22.155 6.703 3.769  0.002
C19 -21.339 7.626 4.469  -0.032
H30 -25.521 4.657 3.955  0.096
H31 -24.380 3.390 4.498  0.094
H32 -24.651 3.717 2.748  0.091
H33 -21.768 8.625 4.395  0.093
H34 -20.346 7.695 4.025  0.090
H35 -21.401 7.604 5.557  0.075
C20 -20.797 7.898 8.446  -0.056
O25 -20.643 9.317 8.253  -0.025
C21 -21.765 10.124 8.268  -0.520
O26 -22.934 9.694 8.209  0.090
O27 -21.296 11.316 8.555  0.020
C22 -22.174 12.312 8.851  -0.077
H36 -21.683 7.591 7.891  0.072
H37 -20.845 7.405 9.417  0.091
H38 -20.000 7.420 7.877  0.088
H39 -23.158 12.010 9.212  0.102
H40 -22.331 12.726 7.855  0.073
H41 -21.814 13.093 9.520  0.103

Summary:
LUMO energy = 1.74 eV
Kohn-Sham gap = 0.3780 Ha
Net charge = -1
HOMO energy = -8.547 eV